1.
ORCA calculation (wB97M-V/def2-TZVPD) on C22H16MgN7O2 as an isolated structure.

The calculation puts the total energy at -1581.80360 hartree. The energy above the lowest of the compared OMol25 structures with the same formula, charge and spin comes out at 27.5 kJ/mol. For the lowest unoccupied orbital energy, the calculation gives -4.20 eV. The value obtained for the frontier orbital gap is 8.1 eV. As for the HOMO energy: -12.3 eV.

Geometry as ORCA input:
```
! wB97M-V def2-TZVPD RIJCOSX def2/J DEFGRID3
* xyz 1 1
C 4.335 -0.770 -2.524
N -2.085 -0.725 -2.066
N -4.693 -0.692 -1.177
C 3.019 -0.738 -2.968
H 0.509 3.699 -3.968
H 3.883 -1.239 0.645
H -3.952 -1.005 0.710
H -2.147 -0.956 2.062
H 5.167 -0.652 -3.206
C 0.923 -0.275 4.383
C 2.290 -1.032 -0.810
H -1.184 3.673 -3.495
C -0.847 -1.764 5.802
C 0.193 3.890 -1.787
N 2.008 -0.865 -2.115
C 3.616 -1.081 -0.393
C -1.191 -1.044 0.131
C -3.091 -0.547 -2.915
C -0.122 1.883 -3.017
H 1.576 0.318 6.346
O -0.314 0.989 -3.883
H 1.624 0.362 3.858
H -1.530 -2.351 6.406
H -1.616 -2.462 3.921
C -0.902 -1.817 4.418
N 0.024 -1.016 6.469
N 0.168 1.521 -1.770
C -3.688 -0.872 -0.332
H 1.109 4.479 -1.773
H -0.588 4.494 -1.327
Mg -0.023 -0.332 -2.368
C 0.007 -1.057 3.687
C -0.180 3.382 -3.186
C 1.184 -1.091 1.487
H 2.128 -1.082 2.013
C -2.365 -0.892 -0.762
N -0.041 -1.112 -0.529
C 0.887 -0.288 5.770
H -2.839 -0.406 -3.958
O 0.704 2.542 0.205
N 4.624 -0.945 -1.242
H -5.237 -0.385 -3.137
C 0.394 2.619 -0.959
C -1.219 -1.040 1.515
H 2.772 -0.609 -4.014
C -0.008 -1.075 2.211
C -4.406 -0.532 -2.461
C 1.126 -1.104 0.104
*
```

These are the natural (NBO) partial charges, in e, on atoms 1 to 6: 0.018, -0.534, -0.327, 0.030, 0.252, 0.216

=====

2.
ORCA calculation (wB97M-V/def2-TZVPD) on a 5-piece molecular cluster, C22H17Cl16F15NO4PS2 overall.

The calculation puts the total energy at -11202.76400 hartree. For the lowest unoccupied orbital energy, the calculation gives -0.97 eV. The value obtained for the frontier orbital gap is 8.4 eV. As for the HOMO energy: -9.4 eV. As for the SMILES: C#CC[C@@]1(CCCCC(F)(F)C(F)(F)S(F)(F)(F)(F)F)C[C@@]([PH2]=S)(C(=O)C(F)(F)C(F)(F)C(F)(F)C(=O)O)NC1=O.ClC(Cl)(Cl)Cl.ClC(Cl)(Cl)Cl.ClC(Cl)(Cl)Cl.ClC(Cl)(Cl)Cl.

Geometry as ORCA input:
```
! wB97M-V def2-TZVPD RIJCOSX def2/J DEFGRID3
* xyz 0 1
Cl 0.329 -5.017 2.731
S 3.234 2.549 1.206
S -7.661 -3.217 -0.206
C -2.942 -2.043 -1.096
H -1.587 2.251 -1.010
C -1.128 -3.325 -0.006
C 12.331 4.488 1.293
O -5.042 -0.222 1.858
O -2.422 -1.685 -2.112
C -1.654 1.306 -0.455
C 2.598 1.730 -0.357
P -6.169 -3.104 1.024
F -4.504 0.496 -1.472
H 1.711 -2.317 -1.298
H -1.257 -3.697 -1.059
H -2.555 -0.733 1.922
O -3.759 3.142 -2.759
C 0.364 -2.946 0.293
Cl 12.952 3.543 -0.072
F 3.741 3.340 2.525
C -5.847 2.896 -1.243
Cl 7.651 7.003 0.725
H 0.100 -1.403 -1.312
H 0.457 -2.669 1.368
C 7.475 5.253 0.490
F 2.948 1.260 2.141
C 1.487 -0.623 0.197
Cl 8.297 4.397 1.808
C -1.791 -0.899 1.117
C -2.204 -2.209 0.317
H 0.966 -3.879 0.117
F -6.973 1.864 0.598
C -3.490 -2.717 1.126
Cl 2.579 -6.274 4.048
C 1.771 -4.732 3.726
Cl 8.196 4.790 -1.063
F -6.716 3.895 -0.852
F -6.590 -0.142 -1.043
Cl 1.291 -3.982 5.257
F 1.734 3.152 1.509
N -4.351 -2.341 -1.015
H -5.583 -4.380 1.303
H -3.325 2.287 -2.574
F 1.334 2.188 -0.596
H -1.385 -4.212 0.643
F 3.343 2.224 -1.403
F 4.768 2.147 0.917
C -4.709 -2.051 0.371
H -3.469 -3.833 0.970
F 3.496 3.936 0.322
F -6.392 2.327 -2.373
C 2.696 0.164 -0.428
Cl -2.013 -2.138 -5.325
O -4.073 4.484 -1.021
F 3.870 -0.372 0.045
H -0.808 -0.956 1.634
C -5.455 0.407 -0.476
C -4.480 3.569 -1.648
H -3.478 -2.644 2.239
C 0.939 -1.804 -0.680
C -5.062 -0.554 0.713
Cl -0.633 -4.627 -4.810
H -4.896 -1.882 -1.745
H 1.881 -1.080 1.150
Cl 0.710 -2.104 -4.352
Cl 5.758 4.824 0.489
H -6.520 -2.517 2.271
F 2.683 -0.136 -1.799
Cl 13.607 5.558 1.900
F -4.770 2.379 0.806
C -0.447 -2.960 -5.386
Cl 11.818 3.388 2.587
C -5.748 1.898 -0.021
Cl 0.150 -2.975 -7.055
Cl 10.949 5.456 0.761
C -1.911 0.355 0.214
Cl 2.881 -3.653 2.862
H 0.707 0.109 0.529
*
```

These are the Löwdin partial charges, in e, on atoms 1 to 6: 0.566, 0.884, 0.141, -0.395, 0.069, -0.125

=====

3.
ORCA calculation (wB97M-V/def2-TZVPD) on C22H17Cl3FeN5O5S as an isolated structure.

The calculation puts the total energy at -4541.16021 hartree. The energy above the lowest of the compared OMol25 structures with the same formula, charge and spin comes out at 6.4 kJ/mol. For the lowest unoccupied orbital energy (alpha / beta), the calculation gives -0.20 / -0.58 eV. The value obtained for the frontier orbital gap (alpha / beta) is 7.9 / 7.5 eV. As for the HOMO energy (alpha / beta): -8.1 / -8.1 eV.

Geometry as ORCA input:
```
! wB97M-V def2-TZVPD RIJCOSX def2/J DEFGRID3
* xyz 0 6
Fe -0.913 -0.409 -0.379
C 2.753 -1.482 -4.677
N 0.722 0.584 0.627
H 2.604 0.199 3.143
H -5.633 -1.613 3.219
C 2.591 3.048 2.445
H 1.131 5.176 0.235
Cl -4.006 -2.174 0.978
C 1.189 -2.183 -1.538
O -1.565 -1.003 -3.766
C 2.251 4.219 1.796
C 1.401 -0.523 -2.889
C 2.671 -0.259 -5.312
N 0.126 -2.140 0.639
H -0.103 -3.657 -0.761
Cl -1.341 1.945 3.214
O -3.715 -0.723 -2.622
H 0.594 -1.806 2.656
C -4.684 0.036 4.213
O -1.891 -0.086 1.191
H 0.108 3.068 -0.608
C 1.370 4.232 0.704
H 2.275 -3.583 -2.686
H 0.730 1.509 -3.123
C 1.292 -0.162 1.530
C -4.810 -0.913 3.215
Cl -5.867 0.109 5.484
H 1.987 -2.183 1.651
O -1.741 0.528 -1.847
O -1.825 -1.766 -1.458
C -3.623 0.925 4.218
C -3.867 -0.963 2.204
H -0.673 -2.594 1.065
H 1.906 1.747 -5.301
C -2.695 0.856 3.198
H 3.287 -2.314 -5.117
C -2.786 -0.067 2.143
S -2.289 -0.763 -2.549
H 3.266 3.045 3.290
C 1.315 0.702 -3.541
C 2.099 -1.588 -3.456
N 2.096 0.555 2.353
N 1.950 -2.641 -2.560
C 1.039 -1.638 1.673
C 0.696 -3.012 -0.393
H 1.496 -3.646 0.005
H 2.673 5.154 2.142
N 0.857 -0.933 -1.676
C 2.012 1.883 1.958
C 1.137 1.886 0.871
H -3.518 1.659 5.003
H 3.156 -0.128 -6.270
C 0.801 3.070 0.223
C 1.961 0.816 -4.754
*
```

These are the natural (NBO) partial charges, in e, on atoms 1 to 6: 1.852, -0.228, -0.551, 0.424, 0.242, -0.254

=====

4.
ORCA calculation (wB97M-V/def2-TZVPD) on C22H17Cl5N3OReS as an isolated structure.

The calculation puts the total energy at -3864.47223 hartree. For the lowest unoccupied orbital energy (alpha / beta), the calculation gives -10.46 / -11.95 eV. The value obtained for the frontier orbital gap (alpha / beta) is 6.6 / 5.1 eV. As for the HOMO energy (alpha / beta): -17.1 / -17.1 eV.

Geometry as ORCA input:
```
! wB97M-V def2-TZVPD RIJCOSX def2/J DEFGRID3
* xyz 3 2
C -3.112 2.299 -3.559
H -1.418 -4.362 2.036
H -1.039 -2.890 3.566
Cl -5.034 0.833 -4.721
H -1.924 1.305 3.518
H 3.348 0.393 -0.788
C 2.120 -5.021 -0.902
C 2.343 1.211 0.949
H 2.611 0.379 1.588
C -0.563 -4.220 1.402
C 2.660 1.156 -0.431
Cl -3.827 -1.678 -3.341
C 1.846 2.398 1.506
C 1.259 4.835 1.327
C -3.693 1.010 -3.756
S 2.010 -1.870 -0.407
C 0.158 -5.115 0.696
O -0.368 1.387 -1.400
C -1.028 -1.926 3.080
C -0.865 0.493 1.863
C 2.026 3.479 -0.647
H 1.656 2.450 2.571
C 2.508 2.331 -1.217
Re 0.691 -0.074 -0.491
C -2.028 0.025 -2.340
C -3.131 -0.157 -3.119
C -0.455 -1.782 1.824
H 0.066 -6.185 0.620
H 0.876 4.710 2.337
H 2.807 2.318 -2.257
C -1.564 -0.821 3.711
H 0.500 5.318 0.712
H 1.941 4.380 -1.242
H -0.743 1.443 1.357
N -0.030 -2.960 1.139
C 0.991 -3.118 0.255
H 3.115 -4.825 -0.508
C 1.695 3.536 0.727
H 2.006 -4.607 -1.900
C -1.422 1.287 -2.131
Cl -1.250 -1.299 -1.504
N 1.115 -4.416 -0.005
Cl -1.262 3.937 -2.486
H -2.014 -0.921 4.690
N -0.327 -0.582 1.231
C -1.996 2.438 -2.758
Cl -3.802 3.643 -4.317
H 1.937 -6.091 -0.923
C -1.506 0.412 3.074
H 2.115 5.513 1.371
*
```

These are the natural (NBO) partial charges, in e, on atoms 1 to 6: -0.089, 0.272, 0.265, 0.306, 0.273, 0.265